{"formula": "C27H108N30O27", "method": "ωB97M-V with the def2-TZVPD basis set", "elements": ["O", "H", "H", "O", "H", "H", "O", "H", "H", "O", "H", "H", "O", "H", "H", "O", "H", "H", "O", "H", "H", "O", "H", "H", "C", "O", "N", "N", "H", "H", "H", "H", "C", "O", "N", "N", "H", "H", "H", "H", "C", "O", "N", "N", "H", "H", "H", "H", "C", "O", "N", "N", "H", "H", "H", "H", "C", "O", "N", "N", "H", "H", "H", "H", "C", "O", "N", "N", "H", "H", "H", "H", "C", "O", "N", "N", "H", "H", "H", "H", "C", "O", "N", "N", "H", "H", "H", "H", "C", "O", "N", "N", "H", "H", "H", "H", "C", "O", "N", "N", "H", "H", "H", "H", "C", "O", "N", "N", "H", "H", "H", "H", "C", "O", "N", "N", "H", "H", "H", "H", "C", "O", "N", "N", "H", "H", "H", "H", "C", "O", "N", "N", "H", "H", "H", "H", "C", "O", "N", "N", "H", "H", "H", "H", "C", "C", "C", "O", "H", "H", "H", "H", "H", "H", "H", "H", "C", "C", "C", "O", "H", "H", "H", "H", "H", "H", "H", "H", "C", "C", "C", "O", "H", "H", "H", "H", "H", "H", "H", "H", "C", "C", "C", "O", "H", "H", "H", "H", "H", "H", "H", "H"], "coordinates": [[3.981484, -0.898642, -3.944911], [4.524133, -1.677734, -3.823367], [3.651003, -0.697385, -3.069408], [-1.390840, -2.405401, -3.505973], [-2.292856, -2.145633, -3.693377], [-1.458997, -2.971998, -2.737503], [-2.489325, -0.022078, 4.819614], [-2.899961, 0.784299, 5.131650], [-1.568640, 0.066520, 5.066068], [2.377073, -1.841265, -1.047679], [2.080645, -2.644436, -1.475782], [3.169713, -2.098742, -0.576868], [4.425700, -3.919205, 0.239312], [5.221108, -4.426628, 0.400822], [4.659217, -3.023209, 0.481991], [0.539621, 1.830695, 4.651507], [1.480762, 2.005293, 4.649596], [0.452209, 0.991104, 5.102816], [-4.134168, -1.255912, -3.765037], [-4.386728, -0.769328, -2.980388], [-4.223891, -0.624095, -4.478474], [-0.934071, -4.378000, -1.808536], [-0.797849, -5.060384, -1.151243], [-0.056231, -4.180873, -2.135303], [0.923338, 0.776847, -4.768371], [0.002982, 1.547742, -4.912197], [0.769440, -0.504453, -4.566450], [2.162848, 1.191211, -4.708814], [1.624120, -1.042533, -4.556813], [-0.122081, -0.966215, -4.456555], [2.848767, 0.465624, -4.556742], [2.429370, 2.088051, -5.089253], [-3.490022, 3.396805, -3.736325], [-4.623494, 3.227408, -4.285598], [-2.834884, 4.479452, -3.758658], [-2.743535, 2.522287, -3.135225], [-3.267620, 5.041391, -4.477723], [-1.843887, 4.517312, -3.567334], [-2.953866, 1.534544, -3.150141], [-1.905201, 2.862495, -2.686275], [-6.559258, 1.559981, 4.112296], [-6.380564, 0.409188, 3.873744], [-7.426268, 1.940594, 4.974171], [-5.832006, 2.532544, 3.645433], [-8.059720, 1.331862, 5.472437], [-7.513160, 2.921267, 5.199642], [-5.070380, 2.270214, 3.036165], [-6.140676, 3.489424, 3.741392], [2.781569, -1.393274, 2.748193], [3.252344, -0.300472, 2.628682], [2.119812, -2.018672, 1.902964], [3.157962, -2.195632, 3.641582], [2.001887, -3.008915, 2.063048], [1.682879, -1.456478, 1.186631], [3.790082, -1.910009, 4.375707], [3.067182, -3.175773, 3.415330], [2.550337, -5.030180, -2.688614], [1.642723, -4.220479, -2.425351], [2.730368, -5.479173, -3.896088], [3.643365, -5.248989, -2.055188], [3.625271, -5.827037, -4.209532], [1.996610, -5.304165, -4.567704], [3.875533, -4.777971, -1.192436], [4.206603, -6.049763, -2.303414], [-3.506146, 5.130230, -0.005824], [-3.694447, 6.164018, -0.585210], [-2.706301, 4.195610, -0.375786], [-3.960571, 4.891917, 1.147841], [-2.336264, 4.240041, -1.314516], [-2.559110, 3.422262, 0.256945], [-3.929230, 3.979313, 1.579414], [-4.732544, 5.478748, 1.430307], [-0.749754, 0.193328, -0.382182], [0.159631, 0.564142, 0.291381], [-0.509122, -0.659381, -1.290910], [-1.996116, 0.571468, -0.379790], [0.419252, -1.057121, -1.286690], [-1.173739, -1.038160, -1.950400], [-2.516395, 0.322054, -1.208771], [-2.322512, 1.287627, 0.253207], [-5.138975, -1.822101, 1.354980], [-4.947771, -2.454747, 0.329026], [-6.059145, -2.120697, 2.199359], [-4.477720, -0.743509, 1.768081], [-6.083768, -1.644111, 3.089498], [-6.687368, -2.892532, 2.027005], [-4.852780, -0.474861, 2.666554], [-3.491353, -0.598585, 1.606279], [-0.643753, -5.598685, -5.448847], [-0.673719, -6.384798, -6.400533], [-0.617739, -4.275618, -5.457615], [-0.365062, -6.165088, -4.324878], [-0.771420, -3.667012, -4.666359], [-0.571773, -3.860777, -6.377344], [-0.147510, -7.149766, -4.268323], [-0.319522, -5.550998, -3.524301], [-5.815036, 1.223131, -1.438721], [-5.064669, 0.339843, -1.856021], [-5.698767, 1.566427, -0.201596], [-6.563200, 1.898546, -2.196437], [-5.179896, 1.020088, 0.471000], [-6.194730, 2.417033, 0.023334], [-6.821376, 2.744341, -1.708511], [-6.489421, 1.751694, -3.192971], [-2.299020, 2.412382, 2.590478], [-3.291068, 2.219489, 1.901007], [-2.195638, 2.900685, 3.768527], [-1.054799, 2.194376, 2.204572], [-3.058722, 3.269608, 4.141466], [-1.407746, 2.652547, 4.349695], [-0.365480, 2.074520, 2.932970], [-0.774091, 1.660363, 1.394551], [-2.272273, -2.379937, -7.819567], [-1.389934, -3.129641, -8.334218], [-2.155737, -1.517540, -6.881980], [-3.388947, -2.407995, -8.416290], [-2.946182, -0.971837, -6.569732], [-1.388238, -1.200914, -6.306835], [-4.161504, -1.916586, -7.989943], [-3.630947, -3.032533, -9.172250], [0.339601, 3.928462, -1.885064], [-0.470604, 4.633034, -2.533785], [0.421697, 3.910317, -0.635083], [1.123801, 3.129191, -2.548420], [0.945516, 3.168619, -0.192804], [-0.154185, 4.550514, -0.107251], [1.913186, 2.645793, -2.144308], [1.069102, 3.094106, -3.556324], [3.377389, 1.995863, -0.327819], [4.228441, 2.867991, -0.243261], [2.438243, 2.053386, 0.562759], [3.269770, 1.035792, -1.171813], [2.594580, 2.582696, 1.408626], [1.754918, 1.338470, 0.767875], [2.635911, 0.272507, -0.982837], [3.950244, 0.981261, -1.916179], [1.479305, -5.334951, 1.740916], [2.342542, -4.769236, 2.429911], [1.564471, -5.451461, 0.436570], [0.442186, -5.946736, 2.184696], [0.906139, -6.004631, -0.093247], [2.355936, -4.972697, 0.031033], [0.313483, -6.020152, 3.183761], [-0.093247, -6.464798, 1.502768], [7.007616, -0.717583, 1.756385], [6.241296, -0.493076, 0.426705], [6.971843, -0.936963, -0.774979], [4.996166, -1.133239, 0.456244], [7.166311, -1.766158, 2.008207], [6.519532, -0.198419, 2.581219], [7.968039, -0.203801, 1.715019], [5.908406, 0.526629, 0.233044], [7.615962, -1.815004, -0.727641], [7.675510, -0.185986, -1.134124], [6.241989, -1.307393, -1.494838], [4.413047, -0.469113, 0.831099], [0.255479, 7.156461, 2.692934], [1.657407, 6.486527, 2.685835], [1.502507, 4.941772, 2.332043], [2.542767, 7.048290, 1.775564], [-0.320816, 6.705614, 3.500854], [-0.168427, 6.943593, 1.711572], [0.397287, 8.208411, 2.940699], [2.004515, 6.557211, 3.716672], [1.452955, 4.435887, 3.296267], [2.420725, 4.541995, 1.901747], [0.598554, 4.655652, 1.794341], [3.354688, 6.536168, 1.764670], [5.191597, 1.687591, 5.345398], [4.460202, 2.443132, 4.167318], [5.208131, 2.483733, 2.862654], [3.241740, 1.894577, 3.986213], [5.652059, 0.759433, 5.006880], [4.491529, 1.388299, 6.125414], [5.862623, 2.434989, 5.768728], [4.191536, 3.479543, 4.371693], [4.638451, 3.189367, 2.257967], [5.401318, 1.478962, 2.486869], [6.142013, 3.045104, 2.891381], [3.413229, 1.047079, 3.569179], [-1.556887, -3.085878, 2.044661], [-1.562557, -3.474319, 3.516837], [-0.378774, -2.978223, 4.284599], [-2.797009, -3.186977, 4.158853], [-1.491989, -2.007190, 1.902068], [-2.377937, -3.493373, 1.454803], [-0.648691, -3.489347, 1.596904], [-1.558558, -4.562523, 3.579155], [-0.474296, -1.892506, 4.298612], [0.627971, -3.164407, 3.910568], [-0.509476, -3.413858, 5.275171], [-2.815719, -2.227343, 4.177549]], "forces_ev_per_a": [[0.1, 0.1, -0.1], [0.2, -0.2, -0.1], [-0.2, -0.2, 0.5], [0.6, 0.7, -0.2], [-1.1, 0.3, -0.3], [-0.2, -0.5, 0.5], [0.0, -0.4, -0.2], [-0.3, 0.2, 0.0], [0.2, -0.1, 0.1], [0.1, 0.7, -0.1], [-0.4, -0.8, -0.5], [0.3, 0.1, 0.3], [-0.2, -0.6, -0.1], [0.2, -0.2, 0.2], [0.2, 1.1, 0.3], [-1.1, 0.0, 0.2], [1.1, 0.2, -0.3], [0.1, -0.2, 0.1], [1.0, -0.9, -0.9], [-0.7, 0.6, 0.9], [-0.2, 0.2, -0.1], [-0.7, -0.2, 0.2], [-0.3, 0.1, 0.2], [1.0, 0.1, 0.0], [-2.1, 1.7, 0.0], [-1.7, 1.1, -0.5], [0.3, -3.4, 0.3], [3.5, 0.6, 0.2], [-0.5, -0.5, 0.1], [0.2, 0.2, 0.2], [0.4, 0.7, -0.5], [-0.1, -0.3, 0.0], [-3.9, -2.3, -1.9], [1.6, -0.3, 1.0], [0.2, 6.0, -2.0], [1.0, -4.6, 2.3], [0.5, 1.0, 0.4], [0.1, 0.3, -0.1], [-0.1, 0.3, 0.2], [0.1, -0.6, -0.3], [0.6, -0.8, 0.1], [0.9, -3.9, -1.2], [-4.3, 2.3, 3.9], [2.3, 2.6, -1.7], [0.4, -0.2, -0.5], [-0.1, -0.3, 0.1], [0.1, 0.4, -0.4], [0.4, -0.2, -0.3], [2.4, 1.2, 0.3], [0.8, 5.0, -0.6], [-4.8, -1.3, -5.8], [2.6, -4.0, 6.5], [-0.6, 0.0, -0.7], [-0.2, -0.6, -0.4], [0.0, -0.1, -0.4], [0.1, -0.2, 0.8], [-0.7, 2.7, -2.4], [-0.2, -0.3, 1.2], [-1.6, -1.5, -4.1], [3.4, -1.0, 4.6], [-0.5, 0.1, 0.0], [0.0, -0.3, -0.2], [0.0, 0.1, 0.1], [-0.1, 0.3, 0.1], [1.1, 2.2, -2.5], [-0.8, 2.1, -1.7], [3.2, -3.2, -2.3], [-4.3, -0.4, 7.2], [0.3, 0.0, 0.3], [0.1, 0.0, -0.7], [0.0, 0.0, -0.3], [0.3, 0.1, 0.1], [-1.4, 0.0, -1.1], [3.0, 1.9, 4.0], [1.7, -4.3, -4.0], [-2.7, 1.5, 0.7], [-0.1, 0.1, -0.3], [0.1, 0.0, 0.1], [-0.7, 0.3, 0.6], [-0.5, -0.1, -0.3], [1.7, -1.3, -3.1], [0.6, -0.1, -0.6], [-3.9, -1.6, 3.2], [1.4, 2.4, 0.8], [-0.5, -0.3, -0.1], [0.3, 0.3, 0.0], [0.8, 0.9, 0.0], [-0.3, -0.2, -0.3], [0.8, -2.1, -3.5], [-0.6, 1.0, -1.4], [0.0, 1.8, -1.2], [0.7, -0.9, 5.5], [-0.1, -0.2, 0.0], [-0.4, 0.1, -0.3], [-0.4, 0.4, -0.2], [0.0, -0.7, 0.3], [4.5, -3.8, -0.4], [0.8, -1.7, -0.8], [-0.9, 2.1, 3.6], [-3.5, 2.7, -1.9], [0.0, 0.0, -0.1], [0.3, -0.3, 1.0], [-0.7, 0.4, -1.5], [0.1, 0.8, 0.2], [2.2, -1.4, -2.2], [-1.5, 0.1, -0.5], [-2.9, 2.2, 5.0], [2.4, -1.4, -2.1], [0.3, -0.1, 0.7], [-0.1, 0.6, 0.1], [0.2, 0.3, 0.0], [-0.2, -0.2, -0.2], [5.5, -4.2, -3.6], [0.3, 1.1, 2.0], [0.2, 4.0, 4.9], [-6.8, 0.6, -1.8], [-0.2, -0.3, -0.5], [0.7, -0.9, -0.9], [-0.2, -0.1, -0.4], [0.6, 0.0, 0.4], [-2.0, 1.6, -5.1], [-0.1, 0.2, 0.6], [-0.1, 0.3, 5.8], [2.6, -2.3, -1.9], [0.1, 0.3, 0.4], [0.1, -0.3, -0.1], [-0.3, 0.1, 0.0], [-0.4, 0.1, 0.3], [1.8, 3.2, 2.3], [1.8, 0.4, -1.4], [-4.0, -0.2, 4.1], [0.3, -3.1, -3.5], [0.5, 0.2, -0.4], [0.1, -0.4, -0.7], [0.0, -0.1, -0.4], [-0.1, -0.1, 0.2], [2.5, 0.6, 0.4], [-0.4, 0.2, 0.2], [1.3, 0.7, -2.6], [-3.0, -1.7, 2.3], [0.6, 0.4, -0.1], [-0.4, -0.3, -0.3], [-0.3, -0.2, -0.3], [-0.4, 0.0, 0.9], [-0.1, 1.3, -0.4], [0.5, 0.3, 1.0], [1.1, -1.1, -1.3], [-1.3, -1.4, 0.1], [-0.1, 0.0, -0.2], [-0.3, -0.4, 0.1], [0.3, -0.2, -0.2], [1.0, 0.7, 0.5], [0.1, -0.3, 1.0], [-0.5, 0.3, -0.4], [0.0, 0.8, -0.5], [-0.7, -0.3, 0.5], [1.7, -0.5, -0.2], [-1.5, -2.2, 0.0], [0.2, 0.8, 1.7], [0.1, 1.2, -0.4], [-0.1, -0.1, -0.2], [-0.4, 0.5, 0.1], [-0.3, 0.1, -0.4], [0.5, 0.0, 0.1], [-0.3, -0.3, 0.2], [-0.1, 0.2, -0.5], [0.3, 0.3, -0.2], [0.0, -0.1, 0.0], [-0.6, 1.4, -0.7], [1.9, 0.7, 1.6], [0.5, 1.0, 0.1], [-2.7, -0.8, -0.3], [0.4, 0.2, -0.2], [-0.2, 0.3, -0.1], [0.6, -0.6, 0.2], [0.7, 0.3, 0.9], [-0.3, -0.9, -0.8], [-0.3, 0.3, -0.5], [0.4, -0.4, 0.5], [-0.7, -1.0, -0.5], [0.5, -0.1, -0.1], [-0.6, -1.6, -1.1], [-0.2, 0.6, 0.6], [0.6, 0.5, 0.0], [-0.2, 0.2, 0.1], [-0.3, 0.2, 0.3], [0.2, 0.0, -0.1], [0.2, -0.3, -0.3], [0.1, 0.3, 0.4], [-0.3, -0.4, -0.2], [0.4, 0.4, 0.3], [-0.6, 0.5, 0.3]], "mulliken_charge": [-0.79, 0.32, 0.18, -0.78, 0.27, 0.24, -0.55, 0.30, 0.18, 1.87, -0.59, -0.43, -0.56, 0.22, -0.09, -0.60, 0.20, 0.18, -0.64, 0.52, 0.28, -0.73, 0.28, 0.07, 0.88, -0.72, -0.01, -0.28, 0.10, -0.28, 0.08, 0.27, 0.56, -0.82, -0.10, 0.51, 0.24, 0.25, -0.33, -0.29, 0.49, -0.61, -0.40, -0.22, 0.27, 0.11, -0.09, 0.28, 0.09, -0.36, 2.21, -0.10, -0.93, -1.03, 0.27, -0.05, 0.18, -0.14, -0.42, -0.14, 0.18, 0.15, 0.18, 0.21, 0.16, -0.77, 0.38, -0.20, -0.13, 0.37, 0.18, 0.22, 1.90, -1.19, 0.89, 0.99, -1.02, -0.20, -0.71, -1.29, 0.46, -0.72, -0.30, 0.94, 0.11, 0.25, 0.00, -0.59, 0.60, -0.76, -0.03, -0.24, 0.44, 0.07, 0.19, 0.21, 0.53, -0.91, -0.01, -0.27, -0.39, 0.14, 0.15, 0.28, -0.04, -0.49, 0.04, 2.14, 0.32, 0.07, -0.15, -0.91, 0.88, -0.77, -0.12, -0.42, 0.08, -0.05, 0.15, 0.25, 0.72, -0.94, 0.70, -0.18, -0.54, 0.04, 0.18, 0.05, -0.57, -0.80, 2.28, 1.63, -0.92, -0.44, -1.27, 0.16, 0.39, -0.86, -0.12, -0.22, 0.14, -0.20, 0.28, 0.13, -1.16, 1.06, -1.55, 0.86, 0.32, 0.02, 0.45, 0.16, 0.37, 0.36, 0.22, -1.04, -1.33, 0.32, 0.15, -0.59, 0.32, 0.31, 0.41, 0.26, 0.10, 0.16, -0.56, 0.35, -1.57, 0.31, -0.64, -0.13, 0.22, 0.30, 0.44, 0.56, 0.12, -0.31, 0.57, 0.21, 0.52, 0.39, -0.52, -0.61, -0.63, 0.57, -0.43, 0.11, -0.26, 0.33, 0.37, 0.24], "total_energy_ha": -4768.10891, "homo_energy_ev": -8.482, "gap_ha": 0.287}